Here is a structure of composition C35H49BIrN10S4 from OMol25. Energies are from ωB97M-V with the def2-TZVPD basis set.

XYZ file:
```
100
Properties=species:S:1:pos:R:3:forces:R:3:lowdin_spin:R:1
Ir 0.615384 0.751341 -2.267985 -0.057 -0.169 -0.595 0.1471
C -1.180658 -4.079919 -2.884652 -0.014 -0.024 -0.025 0.0079
C -1.508879 -3.124298 -1.782761 -0.127 -0.147 0.128 0.0514
C -2.270352 -3.483803 -0.691341 0.116 0.020 -0.109 -0.0080
C -2.523515 -2.579943 0.355977 -0.120 0.082 -0.032 0.0284
N -2.142433 -1.298222 0.259404 -0.105 -0.028 0.345 0.0987
N -1.427616 -0.921393 -0.787025 0.161 -0.036 -0.358 0.0505
B -0.928584 0.523372 -0.992448 0.089 -0.448 -0.323 0.0135
N -1.517321 1.750142 -0.359354 -0.001 0.579 0.210 0.0006
N -2.623927 1.660048 0.380497 -0.046 -0.314 -0.065 -0.0006
C -3.186779 2.766784 0.840403 -0.054 0.257 0.051 0.0001
C -2.676150 4.029084 0.479146 0.088 -0.070 0.036 0.0014
C -1.493488 4.147585 -0.219330 -0.001 0.045 0.024 -0.0003
C -0.899606 5.482138 -0.550464 0.004 0.017 0.015 -0.0002
C -0.912500 2.941252 -0.603724 -0.073 0.023 0.098 0.0003
S 0.597013 2.987342 -1.553952 -0.074 0.061 0.153 0.0013
C -4.428624 2.667859 1.704480 -0.054 -0.023 -0.003 0.0000
C -4.567237 3.891863 2.618821 0.003 0.025 -0.042 0.0000
C -4.355816 1.410841 2.562038 -0.021 -0.005 -0.004 0.0000
C -5.627780 2.598216 0.738866 -0.008 -0.032 -0.003 0.0000
N 1.220259 1.516482 1.007192 0.101 0.017 -0.071 0.0003
N 1.809159 -0.657040 0.157245 -0.034 -0.129 0.188 0.0038
C 2.913086 -1.298366 0.957344 0.098 0.018 0.120 0.0008
C 4.261348 -0.543634 0.886920 0.039 0.041 -0.056 0.0001
C 3.705831 1.578167 0.981001 0.079 -0.019 0.135 0.0002
C 4.689565 2.699395 1.275644 -0.008 0.008 0.007 0.0002
C 2.309500 2.081994 0.718307 -0.196 0.064 0.060 0.0001
S 2.133155 3.585355 -0.285932 -0.031 -0.162 0.018 0.0086
C 2.882658 -2.819607 0.888303 -0.001 0.016 0.000 0.0004
C 3.876006 -3.399813 1.900474 0.014 -0.010 -0.014 0.0003
C 1.479207 -3.318260 1.235299 -0.043 -0.027 0.005 0.0000
C 3.259407 -3.238378 -0.534312 -0.013 -0.007 -0.006 0.0020
C -1.049212 -1.800374 -1.767791 0.114 0.304 -0.061 0.0035
S 0.000480 -1.256538 -3.037257 -0.191 -0.202 0.388 0.5322
C -3.251965 -3.095068 1.579955 0.031 0.008 0.063 0.0025
C -4.541728 -3.808810 1.129295 0.001 -0.035 -0.010 0.0011
C -3.618554 -1.993278 2.560150 0.070 0.048 -0.025 0.0004
C -2.311448 -4.106837 2.266095 -0.016 -0.043 -0.021 0.0019
H -1.635516 -5.048647 -2.691504 0.000 0.007 -0.003 0.0000
H -0.103179 -4.225972 -2.978671 0.001 0.009 0.003 0.0025
H -1.558887 -3.715116 -3.842150 0.017 0.003 -0.002 0.0026
H -2.670032 -4.487498 -0.623833 0.043 0.011 -0.008 -0.0008
H -3.214573 4.919931 0.774720 0.021 -0.007 0.013 0.0000
H -1.590091 6.277919 -0.280875 -0.005 -0.006 -0.012 0.0000
H -0.679963 5.565925 -1.615658 0.007 0.005 0.000 -0.0001
H 0.025908 5.648738 0.004033 -0.011 -0.009 0.004 0.0000
H -3.675665 4.049101 3.230188 0.000 0.016 -0.008 0.0000
H -5.399884 3.719282 3.299256 0.005 -0.015 0.001 0.0000
H -4.802776 4.809148 2.077755 -0.001 0.003 0.004 0.0000
H -3.531120 1.461395 3.276619 0.012 -0.011 -0.021 0.0000
H -4.226834 0.538984 1.933795 0.003 -0.078 -0.002 0.0000
H -5.279579 1.302878 3.129168 -0.007 0.004 -0.021 0.0000
H -5.689475 3.485589 0.105203 0.005 -0.006 -0.002 0.0000
H -6.548738 2.544202 1.318998 0.009 0.004 0.006 0.0000
H -5.574288 1.713598 0.101546 0.001 0.003 0.003 0.0000
H 5.168585 -1.133890 0.958018 -0.025 -0.014 0.018 0.0000
H 5.673281 2.284524 1.497470 0.002 0.008 -0.011 0.0000
H 4.375410 3.272392 2.149981 -0.013 -0.005 -0.003 0.0000
H 4.801613 3.377901 0.425928 0.011 0.004 0.009 0.0001
H 3.662600 -3.059889 2.916138 0.004 0.004 -0.005 0.0000
H 4.909993 -3.151768 1.660835 -0.007 -0.006 0.005 0.0000
H 3.803187 -4.487404 1.900905 -0.002 0.008 0.003 0.0000
H 1.182012 -2.998283 2.237448 -0.014 -0.010 0.000 0.0000
H 1.462970 -4.408678 1.226626 -0.015 0.013 0.000 0.0000
H 0.735579 -2.958739 0.516329 0.004 -0.011 0.008 -0.0001
H 4.268685 -2.911569 -0.796533 0.005 0.000 -0.011 0.0000
H 2.554455 -2.828674 -1.269050 0.002 -0.005 0.012 0.0027
H 3.238866 -4.324392 -0.628591 0.011 0.007 -0.003 0.0000
H -5.178564 -3.152818 0.533834 -0.001 -0.003 -0.010 0.0000
H -5.104437 -4.096045 2.017037 0.022 -0.001 0.004 0.0000
H -4.350393 -4.725388 0.570147 -0.030 0.015 0.007 0.0000
H -4.391806 -1.360752 2.135305 -0.026 0.067 0.017 -0.0001
H -2.758676 -1.381951 2.840553 -0.050 0.017 -0.007 0.0001
H -4.026352 -2.442587 3.464415 0.027 -0.025 -0.001 0.0000
H -2.030450 -4.933062 1.610068 0.015 0.006 -0.014 -0.0001
H -2.830717 -4.537229 3.122116 -0.005 0.008 -0.010 0.0000
H -1.406594 -3.622002 2.632399 0.058 0.019 0.012 0.0000
C 4.886297 1.195246 -3.201417 0.004 0.006 -0.001 0.0007
C 3.524037 0.959258 -2.646351 0.134 -0.003 0.112 0.0030
N 2.436837 1.142126 -3.303552 -0.338 -0.146 -0.025 0.0034
N 2.378736 1.611335 -4.577629 0.086 0.061 -0.098 -0.0001
C 1.166225 1.842446 -5.147859 -0.083 -0.020 0.132 0.0011
N 1.150652 2.294095 -6.377031 -0.134 0.032 -0.072 0.0014
S -0.347639 1.574798 -4.323679 0.382 0.128 0.073 0.0252
C 3.269401 0.455239 -1.262914 -0.124 -0.103 0.003 -0.0008
C 4.247139 0.583902 -0.159869 -0.039 -0.032 0.018 0.0000
C 3.766812 0.406883 2.010142 -0.016 0.020 -0.020 0.0000
C 2.477679 -0.424854 2.175283 -0.096 -0.006 -0.049 0.0003
C 1.301857 0.116054 1.358728 0.008 0.003 0.000 0.0001
N 2.056674 0.053506 -0.987382 0.326 0.331 -0.231 0.0076
H 4.989826 0.698101 -4.170004 0.016 0.003 0.001 0.0002
H 5.662970 0.797894 -2.554894 -0.001 -0.008 -0.014 0.0000
H 5.078146 2.263707 -3.339835 -0.012 0.009 0.016 0.0002
H 3.241597 1.813820 -5.071192 -0.005 0.009 -0.001 0.0001
H 1.985669 2.473650 -6.920792 0.001 -0.018 0.000 0.0001
H 0.267901 2.478416 -6.837974 0.012 0.004 -0.005 0.0001
H 5.228923 0.893353 -0.505408 0.011 -0.029 -0.014 0.0000
H 4.334761 0.614497 2.911036 0.020 0.014 -0.012 0.0000
H 2.265861 -0.832154 3.158458 0.010 0.014 -0.002 0.0001
H 0.317200 -0.236154 1.669639 0.039 -0.003 -0.005 -0.0001
```
Forces are in eV/Å.

Values from the calculation:
Highest occupied orbital energy (alpha / beta) = -19.2 / -19.2 eV
Multiplicity = 2
ΔE to the lowest compared entry with this formula, charge and spin = 242.2 kJ/mol
<S²> = 0.772
Charge = +4